Entry 1:
{"formula": "C17H33F3N8O25", "method": "ωB97M-V with the def2-TZVPD basis set", "species": ["F", "F", "F", "O", "O", "O", "O", "O", "O", "O", "O", "O", "O", "O", "O", "O", "O", "O", "O", "O", "O", "O", "O", "O", "O", "O", "O", "O", "N", "N", "N", "N", "N", "N", "N", "N", "C", "C", "C", "C", "C", "C", "C", "C", "C", "C", "C", "C", "C", "C", "C", "C", "C", "H", "H", "H", "H", "H", "H", "H", "H", "H", "H", "H", "H", "H", "H", "H", "H", "H", "H", "H", "H", "H", "H", "H", "H", "H", "H", "H", "H", "H", "H", "H", "H", "H"], "positions_angstrom": [[-2.633159, 3.175606, 3.689598], [-5.427569, -0.544624, 0.578246], [3.663981, -2.997239, 1.810084], [-0.542705, 3.305055, -4.661383], [-1.799855, -0.150168, 2.009198], [-0.818465, 1.864812, 1.623465], [-1.817080, -1.302210, 4.183498], [0.352938, -1.504819, -0.348952], [-1.912180, 4.181193, -1.544463], [1.690248, -3.541084, -1.753133], [0.046130, 1.348482, -4.889408], [2.738093, -0.138059, -2.048534], [-1.674165, -4.892400, -0.937452], [-1.818829, 1.038651, -1.569459], [0.627151, 0.079318, -2.427012], [3.833923, -0.255311, 2.760593], [-1.996103, -0.547501, 0.062937], [2.093317, -1.560733, 2.354213], [-1.376550, 1.264380, 3.705753], [1.219343, -0.335523, 1.261216], [0.409245, -4.623319, -3.168152], [-2.486890, 5.453309, 0.121597], [2.316977, -0.575943, 4.470559], [-3.806285, 0.441179, -0.730939], [-1.711121, -2.238261, 2.257475], [2.887846, 0.768236, -0.017409], [3.159242, 2.832940, 0.553431], [-0.431561, -5.436216, 0.763060], [0.601965, -0.450968, 0.197077], [-1.175917, -1.610445, 3.174089], [-0.962950, -4.550464, -0.006601], [1.766335, -0.291233, -2.745456], [-2.185640, 4.377033, -0.389870], [0.764259, -3.647633, -2.536158], [-0.305448, 2.276124, -4.180246], [2.827403, 1.962784, -0.213620], [2.008080, -1.178910, -3.927909], [2.744328, -0.776449, 3.351359], [3.000817, -1.963198, 1.360930], [-2.497292, 0.412337, -0.770924], [0.123339, 0.727246, -0.443929], [-0.102083, -2.454102, -2.599301], [-0.696286, -3.109448, 0.313392], [-3.132858, -1.049646, 0.835100], [-4.296763, -0.651091, -0.075041], [-1.384651, 0.937024, 2.373302], [-0.480073, 2.975996, 2.457641], [3.845231, -0.747167, 1.420130], [-2.179506, 3.175924, 0.524020], [-0.271374, 2.093802, -2.719382], [-1.333963, 2.690413, 3.746660], [2.712097, 2.397878, -1.698710], [0.291716, -1.488470, 3.123105], [-1.705756, -2.699070, 0.338809], [0.060044, 0.498157, -1.507701], [0.731560, 2.304208, -2.347964], [-4.587590, -1.455842, -0.750235], [-1.076381, -2.658345, -2.155324], [-0.746051, 3.961167, 2.074491], [-3.074614, 2.556629, 0.466170], [-0.136468, -2.618236, -0.482485], [0.754685, -1.972278, 2.263046], [2.229214, 1.590328, -2.248961], [2.612390, -2.234101, 0.379178], [3.714522, 2.706487, -1.995347], [3.011695, -1.580526, -4.067784], [0.417143, -1.617027, -2.132603], [0.902516, 1.466170, -0.256867], [-3.149836, -0.779130, 1.890865], [-0.771925, 2.967432, -2.301852], [-3.103230, -2.133094, 0.950733], [-2.099386, 3.586892, 1.530395], [-0.249974, -3.065576, 1.306871], [0.660405, -2.144486, 3.911642], [2.087311, 3.290192, -1.737853], [-0.748150, 1.159544, -2.422809], [-0.245725, -2.093176, -3.617729], [0.674585, -0.485966, 3.314156], [1.944332, -0.494689, -4.774002], [-0.771934, 1.058286, 0.082372], [3.577015, 0.046127, 0.722393], [1.202790, -1.911706, -3.979066], [4.865873, -1.053479, 1.190893], [-1.242560, 2.653548, 0.330702], [-0.778611, 3.034596, 4.619167], [0.575425, 2.949877, 2.728410]], "forces_ev_per_a": [[1.3, -0.2, 0.0], [-1.7, 2.0, 1.6], [1.3, -2.7, 0.8], [-1.5, 4.4, -0.9], [5.0, 9.8, 3.8], [1.6, -0.4, 3.9], [1.3, -0.3, -0.9], [5.2, 6.6, 0.7], [-0.2, 0.8, -0.2], [0.7, -0.7, -0.3], [0.3, -1.9, 0.0], [0.0, -0.5, -1.1], [0.3, 1.1, 0.2], [-7.1, -1.6, 2.8], [6.4, -4.0, -8.8], [-1.1, -0.4, 0.9], [-2.9, 0.4, -3.3], [9.2, -3.7, 4.8], [-0.6, 1.7, -0.7], [-3.9, 3.1, -5.6], [1.0, 0.4, 0.3], [0.5, -0.7, -0.6], [1.4, -0.2, -2.2], [-1.4, 2.4, -1.0], [1.0, -1.0, 3.4], [-2.6, 4.5, -1.4], [-0.8, -0.1, 0.6], [-1.2, 2.8, -2.0], [0.4, 2.5, 1.6], [-1.7, -3.2, 3.1], [1.2, -3.5, 2.4], [0.9, -3.1, -0.5], [-1.6, 0.2, 1.3], [-1.6, -0.2, -0.1], [2.0, -2.4, 0.5], [2.4, 1.1, -2.6], [-0.4, 0.9, -1.7], [0.5, -0.3, 0.0], [0.4, 2.7, 0.6], [1.1, -2.2, -1.3], [-0.2, 1.9, 3.7], [-0.7, 0.8, -1.1], [-2.4, -4.7, -0.4], [-3.4, -2.2, -2.3], [1.3, -3.9, 0.6], [-0.5, -3.1, 1.7], [0.0, 0.3, 2.5], [3.9, -1.2, -0.6], [-0.3, 2.0, -0.9], [0.5, 3.5, -1.1], [1.0, -0.6, -0.8], [-0.5, 0.8, 0.8], [-3.4, -1.5, 1.3], [0.8, -0.3, -0.4], [-1.3, 1.4, 5.4], [-0.6, -0.6, -1.0], [0.8, 0.1, -1.0], [0.2, -0.3, -0.1], [0.7, -0.4, -0.2], [0.0, 0.2, -0.6], [-2.0, -4.6, 0.6], [-3.9, 0.1, 0.5], [1.1, 1.3, 0.4], [-0.8, 0.3, 0.2], [0.0, -0.5, 0.0], [-0.1, 0.0, 1.3], [-1.1, -2.1, -0.2], [-0.7, 0.0, 0.0], [-2.1, 0.1, -1.2], [-0.5, -0.7, -0.5], [-0.2, 0.4, -0.9], [-1.3, 0.0, -1.1], [0.2, -0.4, -1.1], [-0.5, 0.2, 0.4], [0.2, 0.1, 0.3], [1.1, 2.3, -2.2], [-0.8, -0.9, -0.1], [-1.4, -0.4, 0.0], [-0.7, 0.1, -0.2], [1.9, -0.8, -0.8], [1.5, -2.0, 2.4], [1.1, 0.6, -0.5], [0.3, 0.0, 0.2], [-1.6, 1.2, -1.6], [-0.7, -0.1, 0.3], [0.0, -0.2, -0.1]], "mulliken_charge": [-0.30, -0.38, -0.40, -0.70, 0.30, 0.34, -0.74, 0.80, -0.66, -0.57, -0.71, -0.62, -0.66, 0.04, 0.51, -0.39, 0.78, -0.42, -0.25, -0.31, -0.67, -0.66, -0.53, -0.39, -0.78, -0.30, -0.68, -0.69, 0.92, 1.48, 1.21, 0.26, 1.12, 1.30, 1.10, 1.04, -1.10, 0.53, 0.96, -0.78, -0.29, -2.12, -0.22, -1.15, -0.02, -0.65, -1.13, 0.00, -1.05, 0.17, 0.22, -0.64, -1.55, -0.72, 0.20, -0.67, 0.33, 0.51, 0.45, 0.43, -0.82, 0.54, 0.23, -0.17, 0.47, 0.31, 0.41, -0.64, 0.49, 0.53, 0.73, 0.85, 1.10, 0.38, 0.35, 0.74, 0.90, 0.64, 0.42, -0.61, -0.17, 0.43, 0.53, 0.30, 0.45, 0.49], "e_lumo_ev": -1.80, "gap_ev": 8.187, "e_above_lowest_kcal_mol": 676.13, "multiplicity": 1}

Entry 2:
{"formula": "C32H38AsBiI2N2OP", "method": "ωB97M-V with the def2-TZVPD basis set", "species": ["Bi", "I", "I", "As", "P", "O", "N", "N", "C", "C", "C", "C", "C", "C", "C", "C", "C", "C", "C", "C", "C", "C", "C", "C", "C", "C", "C", "C", "C", "C", "C", "C", "C", "C", "C", "C", "C", "C", "C", "C", "H", "H", "H", "H", "H", "H", "H", "H", "H", "H", "H", "H", "H", "H", "H", "H", "H", "H", "H", "H", "H", "H", "H", "H", "H", "H", "H", "H", "H", "H", "H", "H", "H", "H", "H", "H", "H", "H"], "positions_angstrom": [[-0.421690, 0.576663, -0.150879], [-1.078809, -0.278774, 2.329578], [-1.109602, 3.571936, 0.756919], [5.941030, -1.259529, 1.728776], [2.388094, -0.094334, 0.539922], [-2.334045, -0.186976, -0.968136], [-4.503670, -0.143872, -0.301580], [-3.226157, -2.087609, -0.086705], [7.532352, -3.044607, 0.164453], [-5.831072, -0.763516, -0.297193], [-2.142324, -2.915146, -0.608526], [8.789949, 1.757149, 2.323670], [2.424289, 2.328790, -0.737175], [8.012860, -4.273080, -0.260191], [2.592301, -0.714658, 2.231675], [6.541386, -3.011659, 1.145649], [3.839486, -0.805247, -0.399182], [2.734143, -2.106636, 2.369176], [7.525668, -5.449257, 0.294027], [2.721284, -2.692770, 3.627809], [9.771447, -0.336317, 3.031167], [3.747157, 3.744660, 1.244419], [2.732371, 3.666026, -0.934429], [2.608340, -1.898335, 4.760358], [3.443824, 2.406066, 1.447224], [7.616045, 1.106518, 1.996086], [-4.091993, -2.780335, 0.864475], [5.228935, -0.399864, 0.099533], [-4.561846, 1.310608, -0.423746], [6.053336, -4.183981, 1.706111], [-3.357330, -0.807843, -0.439479], [8.599641, -0.996830, 2.712743], [3.384099, 4.378288, 0.062756], [-0.776790, 3.532934, 2.780731], [9.858615, 1.041582, 2.858138], [2.764167, 1.688726, 0.461782], [2.457178, -0.524434, 4.631321], [7.532736, -0.279220, 2.159155], [2.417749, 0.063436, 3.375195], [6.545251, -5.407829, 1.274996], [2.339729, 0.087289, 5.516204], [6.168143, -6.322545, 1.711361], [5.307420, -4.144931, 2.488513], [-5.213436, 1.695900, 0.360143], [8.874091, 2.824170, 2.168843], [10.755595, 1.564060, 3.162628], [2.786781, -2.739755, 1.489656], [2.616822, -2.353009, 5.742086], [3.718561, -0.406310, -1.408602], [0.075496, 4.099811, 3.125805], [-3.452369, -3.358429, 1.532275], [10.611046, -0.891269, 3.426365], [5.295075, 0.680192, 0.223902], [-6.310992, -0.655469, 0.676114], [-1.506199, -3.261493, 0.208075], [-3.578495, 1.748871, -0.321842], [-1.628644, 3.347543, 3.418092], [-5.785442, -1.810420, -0.574831], [1.977178, 1.766603, -1.554001], [4.279233, 4.295642, 2.009458], [-4.650041, -2.075739, 1.473298], [7.933172, -2.130750, -0.257683], [8.775561, -4.302734, -1.027049], [3.730778, -1.888542, -0.471597], [2.775751, -3.768657, 3.728391], [5.954562, -0.690796, -0.663997], [3.740337, 1.922195, 2.368920], [3.630625, 5.420123, -0.092611], [2.474864, 4.149225, -1.867944], [-1.551207, -2.365458, -1.332608], [-6.447840, -0.246288, -1.031512], [-4.971292, 1.598550, -1.393068], [-2.565722, -3.784712, -1.112658], [-4.775581, -3.468139, 0.367196], [7.920232, -6.401714, -0.033226], [6.784072, 1.668862, 1.588352], [8.523708, -2.066565, 2.864155], [2.236423, 1.127559, 3.297775]], "forces_ev_per_a": [[-0.3, 0.0, -0.2], [0.0, 0.0, 0.2], [0.0, 0.1, 0.2], [0.7, 0.1, -0.6], [0.8, 0.0, 0.1], [0.2, 0.1, 0.2], [0.1, 0.1, 0.0], [0.1, -0.1, 0.0], [-0.1, 0.0, 0.0], [-0.2, -0.1, 0.0], [0.0, 0.0, -0.1], [-0.1, 0.1, 0.0], [0.1, 0.0, 0.1], [0.1, 0.1, -0.1], [-0.1, -0.2, -0.1], [-0.1, 0.2, 0.2], [-0.3, 0.0, 0.2], [-0.2, 0.1, 0.0], [0.0, 0.0, 0.0], [0.1, 0.0, -0.1], [0.0, 0.0, 0.0], [0.0, 0.0, 0.1], [0.0, 0.1, -0.1], [0.0, 0.0, 0.0], [0.0, 0.0, 0.0], [0.0, 0.1, -0.1], [0.0, 0.0, 0.2], [-0.3, 0.1, 0.1], [0.0, 0.0, 0.0], [-0.1, 0.1, 0.1], [0.0, 0.0, -0.1], [0.1, -0.1, 0.0], [0.0, 0.0, -0.1], [-0.1, 0.2, 0.0], [0.0, -0.1, 0.0], [0.0, -0.2, 0.0], [0.0, 0.0, 0.1], [-0.5, -0.3, 0.1], [0.0, 0.0, 0.0], [0.0, 0.0, 0.0], [0.0, 0.0, 0.0], [0.0, 0.0, 0.0], [0.0, 0.0, 0.0], [0.0, 0.0, 0.0], [0.0, 0.0, 0.0], [0.0, 0.0, -0.1], [0.1, 0.0, 0.0], [0.0, 0.0, 0.0], [0.0, -0.1, -0.1], [0.0, -0.1, -0.1], [0.0, 0.0, 0.0], [0.0, 0.0, 0.0], [0.0, 0.0, 0.0], [0.0, 0.0, 0.0], [0.0, 0.0, 0.0], [0.1, 0.0, 0.1], [0.0, -0.1, -0.1], [0.0, 0.1, 0.0], [0.0, 0.0, 0.0], [0.0, 0.0, 0.0], [0.0, 0.0, -0.1], [0.0, 0.0, 0.0], [0.0, 0.0, 0.0], [0.0, 0.0, 0.0], [0.1, 0.0, 0.0], [0.1, 0.0, 0.1], [0.1, 0.1, -0.1], [0.0, 0.0, 0.0], [0.0, 0.0, 0.0], [0.0, 0.0, 0.0], [0.1, 0.0, 0.0], [0.0, 0.0, 0.0], [0.0, 0.0, 0.0], [0.0, 0.0, 0.0], [0.0, 0.0, 0.0], [0.0, 0.0, 0.0], [0.0, 0.0, 0.0], [-0.1, -0.1, 0.1]], "mulliken_charge": [1.23, -0.19, 0.16, 0.98, 0.09, -0.81, 0.08, 0.28, -0.21, -1.14, -1.09, -0.63, -0.88, -0.75, 1.55, 0.22, -1.25, -1.05, -0.46, -0.53, -0.70, -1.11, -0.88, -0.78, -0.76, -0.19, -1.24, -0.92, -0.80, -0.25, 0.93, -0.51, -0.58, -0.74, -0.47, 1.47, -0.82, 0.34, -0.61, -0.61, 0.49, 0.43, 0.46, 0.39, 0.43, 0.42, 0.34, 0.47, 0.62, 0.39, 0.39, 0.42, 0.52, 0.36, 0.35, 0.04, 0.43, 0.39, 0.65, 0.55, 0.43, 0.37, 0.43, 0.56, 0.55, 0.59, 0.61, 0.47, 0.49, 0.35, 0.38, 0.39, 0.36, 0.36, 0.43, 0.22, 0.47, 0.59], "total_charge": 3, "e_lumo_ev": [-9.64, -10.09], "gap_ev": [6.264, 5.873], "e_above_lowest_kcal_mol": 19.91, "multiplicity": 1}

Entry 3:
{"formula": "C15H32N", "method": "ωB97M-V with the def2-TZVPD basis set", "species": ["N", "C", "C", "C", "C", "C", "C", "C", "C", "C", "C", "C", "C", "C", "C", "C", "H", "H", "H", "H", "H", "H", "H", "H", "H", "H", "H", "H", "H", "H", "H", "H", "H", "H", "H", "H", "H", "H", "H", "H", "H", "H", "H", "H", "H", "H", "H", "H"], "positions_angstrom": [[-1.213871, -2.157470, -3.322788], [1.978971, 1.220620, 1.306950], [-2.205458, -2.494770, -1.007529], [2.548554, 1.370502, -0.096615], [2.715041, -1.859283, 0.876994], [1.537612, 2.101151, -1.006314], [-0.980244, 1.609289, -1.514210], [-2.971770, -0.813428, 0.824873], [-1.031863, -2.750248, -2.014488], [-1.832222, -1.702009, 0.252168], [3.565310, -0.811557, 1.600371], [2.727190, 0.267141, 2.266964], [0.476867, 1.129069, -1.550048], [-2.705706, 1.755861, 0.418928], [-2.497171, 0.557352, 1.369836], [-1.451149, 2.332361, -0.237993], [-1.601949, 0.725451, -1.630729], [0.537218, 0.157441, -1.077959], [4.278515, -0.365662, 0.915204], [-0.087871, -2.432874, -1.532479], [3.461262, 1.960188, -0.038543], [-0.980662, -3.829860, -2.182102], [2.481349, -2.681009, 1.541322], [-3.683010, -0.631779, 0.027015], [1.102347, 2.952115, -0.491031], [3.254972, -2.263001, 0.026769], [-0.669455, 2.419013, 0.509537], [2.017858, 2.210899, 1.755876], [-3.465935, 1.526907, -0.319832], [-0.955075, -1.077308, 0.102198], [0.930505, 0.942627, 1.281756], [-1.694511, 3.358122, -0.514475], [2.728986, 0.412502, -0.565047], [2.114336, 2.482384, -1.845083], [1.981418, -0.249285, 2.870222], [-2.996945, -2.019845, -1.576301], [-3.027251, 0.771843, 2.294647], [-1.202523, 2.220381, -2.381833], [-3.128595, 2.562183, 1.019870], [-1.565064, -2.416987, 1.027240], [-2.584810, -3.463060, -0.668613], [-1.444936, 0.496023, 1.640474], [3.354725, 0.810913, 2.972010], [-3.439002, -1.363755, 1.637230], [1.800158, -1.424947, 0.489306], [4.157018, -1.330341, 2.353759], [-1.051048, -1.155156, -3.217636], [0.717886, 0.941295, -2.589872]], "forces_ev_per_a": [[0.1, -0.1, 0.2], [0.5, -0.1, 0.4], [0.6, -0.3, 0.4], [-0.9, 0.7, 0.0], [0.4, 0.3, -0.1], [0.5, -0.7, -0.1], [0.0, -0.4, 0.5], [1.0, 0.1, 0.0], [-0.6, 0.4, -1.0], [-0.7, 0.2, 0.1], [-0.1, -0.3, 0.0], [-0.1, -0.2, 0.0], [-0.3, 0.7, -0.3], [0.2, 0.2, 0.6], [-0.3, -0.3, -0.4], [-0.4, 0.1, -0.5], [-0.1, -0.2, -0.2], [0.1, -0.2, 0.4], [0.1, 0.2, -0.2], [0.2, -0.1, 0.4], [0.3, -0.2, -0.1], [0.2, -0.2, 0.2], [-0.3, -0.2, 0.1], [-0.4, -0.1, 0.0], [-0.1, 0.2, 0.1], [0.0, -0.2, -0.2], [0.2, -0.1, 0.2], [-0.2, 0.2, 0.1], [-0.1, -0.1, -0.3], [0.2, 0.1, -0.3], [-0.2, -0.1, -0.2], [0.1, 0.2, 0.0], [0.4, -0.2, -0.1], [-0.1, 0.3, -0.2], [-0.1, 0.0, 0.2], [-0.1, 0.2, -0.1], [-0.1, 0.0, 0.2], [0.1, 0.3, -0.2], [-0.1, 0.1, 0.1], [0.3, 0.0, 0.2], [-0.3, -0.1, 0.0], [0.2, 0.0, 0.1], [0.1, 0.2, 0.0], [-0.4, 0.0, 0.0], [-0.3, -0.1, 0.0], [0.1, 0.1, 0.2], [0.0, 0.2, 0.0], [0.0, -0.3, -0.2]], "mulliken_charge": [-1.15, 0.68, -1.36, -0.66, -0.77, -1.13, -0.65, -0.96, -0.08, 0.47, -0.57, -0.94, 0.07, -1.15, -0.45, -0.60, 0.26, -0.43, 0.29, -0.08, 0.38, 0.41, 0.46, 0.33, 0.52, 0.27, 0.35, 0.46, 0.46, -0.58, -0.81, 0.28, 0.32, 0.40, 0.36, 0.49, 0.44, 0.47, 0.45, 0.51, 0.37, 0.15, 0.31, 0.39, -0.09, 0.42, 0.19, 0.49], "total_charge": -1, "e_lumo_ev": 3.05, "gap_ev": 4.228, "e_above_lowest_kcal_mol": 10.62, "multiplicity": 1}